# C20H34N4O3

The molecule C20H34N4O3 (wB97M-V/def2-TZVPD, OMol25).

Calculated values
E (hartree): -1227.24602
M (Da): 378.5
HOMO (Ha): -0.315
LUMO (eV): 0.736
SMILES string: CCN(C[C@@H](C)NC(=O)c1ccn(C)c1)C(=O)COC[C@@H](C)N1CCCC1
HOMO-LUMO gap (eV): 9.315

Structure (ORCA input):
```
! RIJCOSX wB97M-V def2-TZVPD def2/J DEFGRID3
* xyz 0 1
C 3.32 -0.74 -1.16
C 2.19 -1.54 -0.51
N 0.88 -0.95 -0.73
C 0.23 -1.24 -2.00
C -0.62 -2.52 -1.98
C -1.59 -2.58 -0.82
N -1.34 -2.62 -3.24
C -0.71 -3.04 -4.38
O 0.47 -3.34 -4.38
C -1.54 -3.08 -5.60
C -1.21 -3.80 -6.78
C -2.21 -3.57 -7.68
N -3.13 -2.73 -7.11
C -4.35 -2.28 -7.74
C -2.73 -2.43 -5.85
C 0.29 -0.06 0.12
O -0.77 0.48 -0.12
C 1.06 0.24 1.40
O 0.43 1.28 2.08
C 1.05 1.56 3.31
C 0.30 2.71 3.98
C -1.16 2.32 4.18
N 0.95 3.05 5.24
C 0.26 4.10 5.98
C 1.26 4.52 7.06
C 2.64 4.16 6.46
C 2.31 3.55 5.10
H 4.28 -1.23 -0.99
H 3.17 -0.66 -2.24
H 3.37 0.27 -0.75
H 2.17 -2.55 -0.93
H 2.37 -1.66 0.55
H -0.41 -0.39 -2.24
H 0.99 -1.34 -2.78
H 0.05 -3.38 -1.93
H -1.05 -2.54 0.13
H -2.28 -1.74 -0.83
H -2.15 -3.51 -0.85
H -2.34 -2.50 -3.25
H -0.32 -4.40 -6.92
H -2.35 -3.94 -8.69
H -4.61 -1.29 -7.36
H -4.21 -2.21 -8.81
H -5.18 -2.97 -7.54
H -3.30 -1.74 -5.24
H 1.10 -0.67 2.02
H 2.10 0.51 1.16
H 1.03 0.69 3.97
H 2.10 1.83 3.14
H 0.35 3.58 3.29
H -1.57 1.96 3.24
H -1.23 1.53 4.93
H -1.76 3.17 4.50
H 0.03 4.95 5.32
H -0.68 3.74 6.40
H 1.17 5.58 7.30
H 1.08 3.96 7.98
H 3.28 5.03 6.36
H 3.15 3.44 7.09
H 3.01 2.76 4.83
H 2.35 4.33 4.31
*
```

***

# C20H34N5O3OsS3Si

A structure of composition C20H34N5O3OsS3Si (wB97M-V/def2-TZVPD, OMol25).

Calculated values
E (hartree): -2856.75091
M (Da): 707.0
HOMO (Ha): -0.399
LUMO (eV): -4.987
HOMO-LUMO gap (eV): 5.880

Structure (ORCA input):
```
! RIJCOSX wB97M-V def2-TZVPD def2/J DEFGRID3
* xyz 1 1
Os 1.25 0.34 -2.28
N -0.90 3.01 -4.86
C 0.00 2.36 -4.11
S -0.18 0.59 -3.96
N 0.98 3.02 -3.57
N 1.81 2.18 -2.88
C 3.03 2.53 -2.69
C 3.87 1.47 -2.22
C 5.23 1.58 -1.96
C 5.94 0.46 -1.60
C 5.30 -0.77 -1.49
C 3.95 -0.84 -1.76
N 3.25 0.25 -2.11
H -1.67 2.52 -5.29
H -0.81 4.00 -5.01
H 3.41 3.50 -3.01
H 5.71 2.54 -2.07
H 7.00 0.53 -1.39
H 5.83 -1.67 -1.21
H 3.39 -1.76 -1.69
S 0.76 -4.36 -1.82
C 0.83 -2.78 -1.91
N 0.87 -1.60 -1.98
C -0.63 3.07 2.59
C -1.70 2.02 2.38
C -2.39 1.68 3.69
C -2.71 2.45 1.33
O -1.03 0.80 1.96
Si -0.79 -0.06 0.62
S 0.37 1.40 -0.56
O -0.08 -1.45 1.00
C 0.85 -1.97 1.99
C 0.33 -3.36 2.33
C 2.21 -2.05 1.34
C 0.91 -1.09 3.23
O -2.06 -0.27 -0.35
C -3.12 -1.27 -0.38
C -4.18 -0.69 -1.29
C -3.65 -1.46 1.03
C -2.55 -2.56 -0.94
H -1.08 3.98 3.00
H -0.14 3.33 1.65
H 0.12 2.71 3.29
H -2.91 2.55 4.08
H -1.66 1.34 4.42
H -3.12 0.88 3.53
H -3.22 3.35 1.66
H -3.45 1.67 1.16
H -2.22 2.67 0.37
H 0.28 -3.97 1.43
H -0.67 -3.28 2.76
H 0.98 -3.85 3.05
H 2.16 -2.66 0.43
H 2.93 -2.50 2.02
H 2.55 -1.05 1.08
H -0.08 -0.99 3.68
H 1.28 -0.09 2.98
H 1.59 -1.54 3.95
H -4.56 0.25 -0.90
H -5.02 -1.39 -1.38
H -3.77 -0.52 -2.29
H -4.01 -0.51 1.44
H -2.88 -1.86 1.69
H -4.49 -2.16 1.02
H -2.13 -2.39 -1.93
H -3.34 -3.31 -1.02
H -1.77 -2.95 -0.28
*
```

***

# C20H34N6O2

The molecule C20H34N6O2 (wB97M-V/def2-TZVPD, OMol25).

Calculated values
E (hartree): -1261.50020
M (Da): 390.5
HOMO (Ha): -0.328
LUMO (eV): 0.402
SMILES string: CC1=CC[C@H](C(=O)N(C)CC[C@H](C)NC(=O)c2cn(CCN(C)C)nn2)CC1
HOMO-LUMO gap (eV): 9.332

Structure (ORCA input):
```
! RIJCOSX wB97M-V def2-TZVPD def2/J DEFGRID3
* xyz 0 1
C 6.51 -0.24 3.13
C 5.45 0.72 2.69
C 5.62 1.57 1.68
C 4.57 2.52 1.18
C 3.18 2.15 1.70
C 2.21 3.28 1.40
O 2.09 4.21 2.18
N 1.52 3.23 0.22
C 0.67 4.36 -0.15
C 1.68 2.19 -0.78
C 0.71 0.99 -0.69
C -0.47 1.14 0.29
C -0.16 0.60 1.68
N -1.64 0.45 -0.23
C -2.36 1.00 -1.24
O -2.04 2.04 -1.77
C -3.55 0.21 -1.66
C -3.78 -1.14 -1.56
N -4.98 -1.31 -2.13
C -5.76 -2.53 -2.34
C -4.97 -3.60 -3.07
N -3.90 -4.18 -2.27
C -2.95 -4.88 -3.12
C -4.41 -5.08 -1.25
N -5.48 -0.14 -2.55
N -4.61 0.78 -2.28
C 3.27 1.89 3.20
C 4.15 0.68 3.47
H 6.13 -1.27 3.10
H 7.39 -0.18 2.49
H 6.81 -0.05 4.16
H 6.58 1.58 1.17
H 4.80 3.54 1.49
H 4.58 2.53 0.08
H 2.86 1.22 1.21
H 0.42 4.92 0.74
H 1.20 5.01 -0.85
H -0.23 4.00 -0.64
H 1.54 2.68 -1.75
H 2.71 1.83 -0.78
H 0.30 0.82 -1.69
H 1.26 0.08 -0.42
H -0.73 2.19 0.37
H 0.68 1.13 2.12
H -1.01 0.73 2.34
H 0.10 -0.46 1.63
H -2.03 -0.32 0.30
H -3.20 -1.98 -1.20
H -6.13 -2.88 -1.37
H -6.62 -2.22 -2.93
H -5.68 -4.38 -3.41
H -4.53 -3.16 -3.96
H -2.14 -5.28 -2.52
H -3.41 -5.71 -3.67
H -2.52 -4.18 -3.85
H -3.58 -5.48 -0.67
H -5.07 -4.56 -0.56
H -4.97 -5.93 -1.68
H 3.68 2.78 3.68
H 2.27 1.74 3.63
H 3.62 -0.25 3.21
H 4.38 0.60 4.53
*
```

***

# C20H35F3N2O6P

A cluster of 2 separate species, C20H35F3N2O6P in total in a non-equilibrium geometry (wB97M-V/def2-TZVPD, OMol25).

Calculated values
E (hartree): -1984.69347
M (Da): 487.5
HOMO (Ha): -0.443
LUMO (eV): -4.515
HOMO-LUMO gap (eV): 7.550

Structure (ORCA input):
```
! RIJCOSX wB97M-V def2-TZVPD def2/J DEFGRID3
* xyz 1 1
C -2.31 -5.91 -0.14
C -1.43 -5.61 -1.34
O -2.15 -5.20 -2.49
C -2.69 -3.90 -2.40
C -2.47 -3.21 -3.73
O -2.27 -1.79 -3.60
C -1.19 -1.42 -2.89
C 0.07 -1.94 -3.23
N 1.14 -1.54 -2.57
P 2.77 -2.18 -3.01
O 3.84 -1.36 -2.47
N 1.14 -0.68 -1.58
C -0.02 -0.14 -1.23
C 0.09 0.84 -0.09
C 1.08 0.40 1.01
O 0.39 0.40 2.23
C 1.12 0.96 3.32
C 2.47 0.28 3.59
C -1.25 -0.45 -1.88
C -2.53 0.25 -1.54
C -2.87 1.18 -2.75
C -3.71 -0.66 -1.18
C -3.57 -1.30 0.21
H -2.97 -5.09 0.11
H -2.87 -6.82 -0.30
H -1.67 -6.07 0.73
H -0.68 -4.86 -1.06
H -0.89 -6.51 -1.62
H -3.76 -3.98 -2.18
H -2.24 -3.36 -1.56
H -3.35 -3.30 -4.36
H -1.66 -3.68 -4.27
H 0.19 -2.65 -4.03
H 2.71 -3.51 -2.60
H 2.65 -2.12 -4.41
H -0.86 0.96 0.41
H 0.43 1.79 -0.49
H 1.46 -0.61 0.81
H 1.95 1.06 1.01
H 1.24 2.03 3.16
H 0.49 0.83 4.19
H 2.56 -0.67 3.08
H 2.60 0.10 4.65
H 3.30 0.92 3.28
H -2.40 0.91 -0.69
H -3.91 1.49 -2.69
H -2.25 2.07 -2.68
H -2.66 0.69 -3.69
H -4.59 -0.02 -1.16
H -3.92 -1.41 -1.93
H -2.53 -1.51 0.47
H -4.16 -2.20 0.26
H -4.00 -0.63 0.96
C 4.07 7.10 1.88
C 4.54 5.81 2.51
O 3.76 5.49 3.68
C 2.61 4.89 3.47
O 2.14 4.57 2.42
C 1.93 4.60 4.82
F 2.00 5.64 5.65
F 2.52 3.55 5.41
F 0.64 4.29 4.65
H 4.09 7.91 2.60
H 4.72 7.36 1.04
H 3.05 7.01 1.50
H 5.56 5.91 2.87
H 4.51 4.98 1.81
*
```

***

# C20H35InN2O8S2

A structure of composition C20H35InN2O8S2 in a non-equilibrium geometry (wB97M-V/def2-TZVPD, OMol25).

Calculated values
E (hartree): -2480.12242
M (Da): 610.5
HOMO (Ha): -0.480
LUMO (eV): -10.473
HOMO-LUMO gap (eV): 2.592

Structure (ORCA input):
```
! RIJCOSX wB97M-V def2-TZVPD def2/J DEFGRID3
* xyz 2 1
C -0.16 4.66 0.33
C -1.30 4.78 -0.73
C -2.36 3.69 -0.45
O -2.73 3.46 0.66
O -2.88 3.05 -1.57
C -2.57 1.66 -1.56
C -1.15 1.50 -2.16
C -0.79 0.05 -2.58
C -1.08 -0.88 -1.35
O -0.75 -0.27 -0.11
C -1.29 -1.05 0.91
O -2.67 -0.71 1.13
C -3.40 -1.77 1.66
C -3.88 -2.81 0.59
O -3.20 -4.07 0.66
C -1.97 -0.40 -3.74
O -2.34 -1.56 -3.77
O -2.28 0.53 -4.43
N 0.41 -0.08 -3.22
C 0.77 -1.45 -3.58
C 1.54 0.72 -2.72
C 2.09 0.26 -1.31
C 2.02 1.45 -0.31
S 3.43 1.46 0.86
C 3.71 -0.31 1.15
S 5.20 -0.87 0.83
N 2.60 -1.04 1.59
C 1.93 -0.43 2.76
C 2.85 -0.42 3.99
O 3.05 -1.78 4.37
C 3.68 -2.52 3.33
C 2.93 -2.43 1.97
H -0.16 3.71 0.87
H 0.80 4.73 -0.21
H -0.20 5.47 1.05
H -1.82 5.73 -0.59
H -0.90 4.66 -1.75
H -3.37 1.17 -2.13
H -2.60 1.28 -0.52
H -0.44 1.80 -1.37
H -1.00 2.23 -2.97
H -2.17 -1.05 -1.34
H -0.62 -1.88 -1.40
H -1.22 -2.13 0.69
H -0.73 -0.86 1.84
H -4.34 -1.34 2.09
H -2.87 -2.30 2.51
H -3.75 -2.39 -0.41
H -4.95 -3.03 0.71
H -2.76 -4.17 1.51
H 0.06 -1.95 -4.25
H 1.73 -1.41 -4.12
H 0.96 -2.10 -2.71
H 1.38 1.80 -2.78
H 2.38 0.53 -3.42
H 3.16 0.03 -1.42
H 1.62 -0.65 -0.94
H 1.05 1.54 0.21
H 2.13 2.38 -0.88
H 1.09 -1.10 3.02
H 1.49 0.56 2.56
H 2.30 0.07 4.81
H 3.80 0.12 3.82
H 4.73 -2.22 3.26
H 3.67 -3.58 3.62
H 1.97 -2.95 2.11
H 3.44 -2.98 1.17
In -3.27 -2.13 4.16
*
```

***

# C20H35N2RuS3Si4Te

A structure of composition C20H35N2RuS3Si4Te (wB97M-V/def2-TZVPD, OMol25).

Calculated values
E (hartree): -3607.97102
M (Da): 740.7
HOMO (alpha / beta) (Ha): -0.383 / -0.399
LUMO (alpha / beta) (eV): -3.552 / -5.145
HOMO-LUMO gap (alpha / beta) (eV): 6.858 / 5.706

Structure (ORCA input):
```
! RIJCOSX wB97M-V def2-TZVPD def2/J DEFGRID3
* xyz 1 5
Ru -2.03 1.57 -0.68
C -4.40 -1.42 1.55
C -5.07 -0.66 2.49
C -4.89 0.71 2.51
C -4.04 1.30 1.59
N -3.38 0.55 0.68
C -3.57 -0.77 0.66
C -3.80 2.76 1.52
C -4.41 3.67 2.37
C -4.15 5.02 2.22
C -3.28 5.44 1.23
C -2.71 4.48 0.41
N -2.96 3.18 0.56
H -4.52 -2.49 1.49
H -5.74 -1.13 3.20
H -5.42 1.31 3.23
H -3.03 -1.32 -0.11
H -5.09 3.34 3.15
H -4.62 5.74 2.88
H -3.06 6.48 1.07
H -2.04 4.75 -0.39
S -1.70 1.97 -5.12
C -1.87 1.84 -3.53
S -0.90 2.65 -2.27
S -3.01 0.87 -2.61
C -0.39 -3.23 0.95
Si 0.43 -2.70 -0.66
C -0.87 -2.35 -1.96
C 1.60 -4.02 -1.27
Si 1.73 -0.79 -0.23
Te 0.24 1.05 0.68
Si 3.27 -0.99 1.55
C 2.34 -1.26 3.15
C 4.28 0.59 1.64
C 4.36 -2.46 1.18
Si 2.68 0.20 -2.17
C 1.48 0.06 -3.59
C 4.23 -0.80 -2.50
C 3.12 1.99 -1.83
H -1.06 -4.08 0.77
H -0.97 -2.42 1.39
H 0.35 -3.55 1.68
H -1.57 -3.19 -2.04
H -0.42 -2.20 -2.94
H -1.44 -1.45 -1.74
H 1.06 -4.95 -1.45
H 2.40 -4.24 -0.55
H 2.07 -3.73 -2.21
H 1.71 -0.40 3.40
H 3.05 -1.39 3.97
H 1.71 -2.15 3.11
H 3.64 1.46 1.77
H 4.87 0.73 0.73
H 4.97 0.54 2.48
H 3.80 -3.40 1.19
H 5.15 -2.55 1.93
H 4.85 -2.38 0.20
H 1.34 -0.98 -3.89
H 1.87 0.60 -4.46
H 0.51 0.48 -3.35
H 4.00 -1.86 -2.63
H 4.95 -0.70 -1.68
H 4.71 -0.45 -3.41
H 2.22 2.60 -1.68
H 3.66 2.40 -2.68
H 3.75 2.09 -0.95
*
```

***

# C20H35N4O3ReSSe

A structure of composition C20H35N4O3ReSSe in a non-equilibrium geometry (wB97M-V/def2-TZVPD, OMol25).

Calculated values
E (hartree): -4105.75413
M (Da): 676.8
HOMO (alpha / beta) (Ha): -0.082 / -0.093
LUMO (alpha / beta) (eV): 2.548 / 2.546
HOMO-LUMO gap (alpha / beta) (eV): 4.774 / 5.066

Structure (ORCA input):
```
! RIJCOSX wB97M-V def2-TZVPD def2/J DEFGRID3
* xyz -1 2
Re -0.09 0.52 0.61
O 1.03 -0.50 3.69
C 0.53 0.77 4.02
C 1.29 1.89 3.34
C 1.76 2.98 4.06
C 2.44 3.99 3.41
C 2.65 3.89 2.04
C 2.16 2.77 1.40
N 1.49 1.80 2.02
H 0.64 -0.70 2.81
H 0.63 0.90 5.10
H -0.53 0.85 3.75
H 1.60 3.01 5.13
H 2.82 4.84 3.96
H 3.18 4.65 1.48
H 2.29 2.64 0.33
C 1.90 -2.04 -1.61
C 2.13 -1.56 -0.17
C 2.11 -2.75 0.79
C 3.46 -0.82 -0.06
N 1.07 -0.67 0.19
H 2.67 -2.76 -1.90
H 1.92 -1.20 -2.30
H 0.92 -2.52 -1.68
H 2.88 -3.48 0.51
H 1.13 -3.24 0.74
H 2.28 -2.42 1.81
H 4.30 -1.48 -0.30
H 3.59 -0.43 0.95
H 3.48 0.03 -0.76
Se -2.05 -0.56 1.51
C -1.79 -4.16 1.39
S -2.34 -3.94 -0.30
C -2.62 -5.69 -0.66
O -1.14 -3.60 -1.12
H -2.56 -4.69 1.95
H -1.64 -3.16 1.80
H -0.86 -4.73 1.36
H -3.46 -6.06 -0.07
H -1.71 -6.24 -0.43
H -2.84 -5.76 -1.72
C -2.51 3.63 1.34
C -1.95 2.92 0.11
C -1.78 3.85 -1.08
O -0.71 2.36 0.46
H -3.50 4.06 1.13
H -1.84 4.43 1.65
H -2.61 2.91 2.15
H -2.64 2.11 -0.16
H -1.10 4.66 -0.82
H -2.73 4.27 -1.39
H -1.36 3.29 -1.92
N -2.48 -0.51 -2.15
C -1.52 -0.14 -3.03
C -1.61 -0.46 -4.40
C -0.65 0.02 -5.26
C 0.39 0.81 -4.77
C 0.40 1.05 -3.40
N -0.51 0.60 -2.56
H -3.02 -1.33 -2.39
H -2.24 -0.45 -1.16
H -2.42 -1.08 -4.76
H -0.70 -0.22 -6.31
H 1.16 1.21 -5.41
H 1.20 1.64 -2.95
*
```